--- one ---
The following is a DFT calculation (ωB97M-V/def2-TZVPD) of a cluster of 2 separate species, C4H6S in total.

Geometry (Å):
C -0.40940 -2.30100 -0.30177
C -0.33304 -1.08968 -0.05965
C -0.36882 0.34373 0.36052
H -0.09629 -3.22297 -0.77392
H 0.21380 0.50239 1.23759
H -1.34876 0.73256 0.37393
H 0.10901 0.85321 -0.39592
C 3.11398 0.88237 -0.67022
S 3.65170 -0.26991 0.34369
H 3.60087 1.09675 -1.57107
H 2.02671 1.12399 -0.70725

As for the total charge: 0. As for the SMILES: C#CC.C=S. The HOMO energy comes out at -9.0 eV.



--- two ---
The following is a DFT calculation (ωB97M-V/def2-TZVPD) of the molecule C4H6S.

Geometry (Å):
C 0.85509 0.52665 2.39706
C 0.78260 -0.05651 1.19548
S -0.65285 0.02724 0.16573
C 0.10581 0.01761 -1.41968
C -0.49210 -0.52747 -2.48365
H 0.04553 1.13893 2.71111
H 1.72214 0.39616 3.02521
H 1.59393 -0.70426 0.81700
H 1.03109 0.52442 -1.49196
H -0.06244 -0.47166 -3.46069
H -1.39308 -1.08110 -2.38765

As for the total charge: 0. As for the SMILES: C=CSC=C. The HOMO energy comes out at -8.3 eV.



Most stable structure: two



--- one ---
The following is a DFT calculation (ωB97M-V/def2-TZVPD) of a structure of composition C4H8N2OS.

Geometry (Å):
C 0.37508 1.39334 -1.60957
C -0.89440 0.46682 -1.46499
C 0.69314 1.42156 -0.08799
C 0.16973 -0.38689 1.69428
H 1.67932 -0.30015 -1.26408
H 1.11033 -0.02180 -3.11202
H 0.30795 2.31083 -2.23543
H -1.26711 -0.10579 -2.37561
H -1.75500 1.07587 -1.28514
H 0.09098 2.15724 0.47394
H 1.70105 1.69124 -0.25238
H 0.58721 0.31140 2.41811
N 1.47247 0.63559 -2.16884
N 0.26484 0.18174 0.44255
O -0.72064 -0.39704 -0.38962
S -0.68201 -1.68955 1.97771

As for the total charge: 0. The HOMO energy comes out at -8.3 eV.



--- two ---
The following is a DFT calculation (ωB97M-V/def2-TZVPD) of a structure of composition C4H8N2OS.

Geometry (Å):
C 1.76049 0.80412 -1.10428
C 0.83806 -0.44018 -1.00540
C 0.86365 -0.78889 0.54166
C -2.38147 0.54426 0.61671
H 0.18439 1.41442 0.08600
H -0.43728 -0.07715 -1.20134
H 1.12929 -1.36505 -1.64884
H 1.12391 -1.91646 0.83482
H 1.41837 -0.28607 1.34288
H -1.13731 -1.64707 1.11846
H -3.08270 -0.14689 1.03038
H -2.89868 1.38918 0.03466
N -0.53972 -0.72994 0.97351
N -1.13760 0.41880 0.37122
O 1.31967 1.64710 0.02089
S 2.97694 1.17982 -2.01132

As for the total charge: 0. The HOMO energy comes out at -8.5 eV.



Most stable structure: two



--- one ---
The following is a DFT calculation (ωB97M-V/def2-TZVPD) of the molecule C4H8N2OS.

Geometry (Å):
H 0.69740 -2.20715 1.27599
N 0.54794 -1.54660 0.45679
C -0.14564 -0.52678 0.82581
C -0.80625 -0.29344 2.15963
N -0.36364 0.47857 -0.18006
O -1.02086 1.54331 0.39992
C 0.19080 0.75451 -1.43352
C 1.01366 -0.30759 -2.03467
S -0.15847 2.19735 -2.20894
H -0.28506 0.50280 2.63936
H -0.56525 -1.23054 2.68450
H -1.82627 0.00481 2.00563
H -0.92413 2.30209 -0.21163
H 1.15356 -0.05203 -3.10582
H 0.55316 -1.26751 -1.86903
H 1.93904 -0.35181 -1.40397

As for the total charge: 0. As for the SMILES: [H]/N=C(\C)N(O)C(C)=S. The HOMO energy comes out at -8.8 eV.



--- two ---
The following is a DFT calculation (ωB97M-V/def2-TZVPD) of the molecule C4H8N2OS.

Geometry (Å):
N 0.99538 -1.79204 0.39582
N 0.32213 -2.27697 -0.73211
C -0.61557 -1.48273 -1.27209
C -1.03215 -0.18655 -0.33314
C -0.23060 1.01254 -0.31582
C 0.13098 1.65960 1.15442
O -0.24676 1.24782 2.18299
S 1.21226 3.14845 1.19543
H 1.42873 -2.52692 0.80523
H 0.43534 -1.41247 1.19603
H -1.10417 -1.82218 -2.23534
H -2.04799 0.04341 -0.61644
H -1.09742 -0.82893 0.67999
H -0.53155 1.69830 -1.16650
H 0.69538 0.69669 -0.71351
H 1.68599 2.82199 -0.22496

As for the total charge: 0. As for the SMILES: N/N=C\CCC(=O)S. The HOMO energy comes out at -9.2 eV.



--- three ---
The following is a DFT calculation (ωB97M-V/def2-TZVPD) of a cluster of 2 separate species, C4H8N2OS in total.

Geometry (Å):
C -0.85736 0.47253 -0.96434
C 1.37527 -0.66335 -0.73025
C 1.83393 0.26775 -1.69967
C -0.20228 -0.83277 1.21163
H -1.97142 0.32769 -0.89186
H -0.63318 1.54973 -0.77847
H -0.67017 0.19890 -1.99098
H 1.78646 -1.68847 -0.34644
H 2.74902 -0.25608 -2.22313
H 1.37577 1.64926 -1.96255
H -1.44799 -0.62395 2.87941
H -1.14138 1.34419 2.07469
N 0.08632 -0.27935 0.01245
N -1.41902 -0.41954 1.91821
O -1.80604 0.88889 1.64034
S 0.94207 -1.93544 1.85095

As for the total charge: 0. The HOMO energy comes out at -8.4 eV.



--- four ---
The following is a DFT calculation (ωB97M-V/def2-TZVPD) of the molecule C4H8N2OS.

Geometry (Å):
C 1.57478 1.18960 0.21747
C 0.64417 0.19245 -0.55533
N -0.53986 0.93760 -1.05000
N -1.63747 0.48557 -0.28398
C -1.36365 -0.47553 0.58462
S -2.34078 -1.05121 1.78777
C 0.07583 -0.95162 0.32783
O 0.00474 -2.17823 -0.35062
H 2.51543 0.60854 0.59388
H 1.89504 1.98681 -0.42317
H 1.10452 1.56885 1.10710
H 1.19550 -0.33635 -1.31460
H -0.67480 0.65952 -1.96401
H -2.36832 1.11106 -0.05932
H 0.58595 -1.05146 1.30509
H -0.67109 -2.69561 0.07726

As for the total charge: 0. As for the SMILES: C[C@@H]1NNC(=S)[C@H]1O. The HOMO energy comes out at -8.5 eV.



Most stable structure: four



--- one ---
The following is a DFT calculation (ωB97M-V/def2-TZVPD) of the molecule C4H8N2OS.

Geometry (Å):
C 3.00837 -0.58681 -0.02145
C 1.77700 -0.20548 0.21437
N 0.70540 -0.96294 -0.16919
C -0.64142 -0.75599 -0.07990
S -1.68169 -2.08619 -0.12686
N -1.09988 0.49876 0.11662
C -2.51501 0.74391 0.17477
O -0.41618 1.45871 -0.64084
H 3.88195 -0.03953 0.37108
H 3.25560 -1.49840 -0.63846
H 1.44853 0.72580 0.70435
H 0.96740 -1.89322 -0.47799
H -2.99498 0.20473 1.00012
H -2.62635 1.81439 0.34241
H -2.97969 0.43361 -0.76307
H -0.08907 2.14865 -0.00597

As for the total charge: 0. As for the SMILES: C=CNC(=S)N(C)O. The HOMO energy comes out at -8.2 eV.



--- two ---
The following is a DFT calculation (ωB97M-V/def2-TZVPD) of the molecule C4H8N2OS.

Geometry (Å):
C 0.47305 2.19311 -1.66974
S -0.00296 0.50396 -2.12092
C 0.03089 -0.30633 -0.55537
C -1.13935 -0.17852 0.30904
N -1.19830 -0.71253 1.48033
O -2.44079 -0.44965 2.05519
C 1.11371 -1.07128 -0.23302
N 1.28615 -1.75185 0.93009
H 0.46496 2.76725 -2.57230
H 1.47679 2.20268 -1.24433
H -0.25072 2.62704 -0.94138
H -1.95045 0.38779 -0.05254
H -2.39086 -0.88513 2.94212
H 1.96630 -1.16901 -0.94382
H 0.51029 -1.77370 1.58444
H 2.05129 -2.38383 1.03222

As for the total charge: 0. As for the SMILES: CSC(/C=N/O)=C/N. The HOMO energy comes out at -7.9 eV.



Most stable structure: two